Entry 1:
{"formula": "C8H14N2S", "method": "ωB97M-V/def2-TZVPD", "smiles": "C=C1CNC(=S)N1C(C)(C)C", "e_homo_ha": -0.298, "orbital_gap_ev": 8.839, "species": ["C", "C", "C", "N", "C", "S", "N", "C", "C", "C", "C", "H", "H", "H", "H", "H", "H", "H", "H", "H", "H", "H", "H", "H", "H"], "coordinates": [[-2.037, -0.299, 0.775], [-1.334, 0.810, 0.609], [-1.751, 2.165, 1.023], [-0.453, 2.848, 1.188], [0.551, 2.050, 0.546], [2.183, 2.401, 0.781], [-0.096, 0.899, 0.041], [0.738, -0.211, -0.510], [-0.180, -1.289, -1.193], [1.559, 0.478, -1.633], [1.468, -0.952, 0.612], [-1.711, -1.219, 0.649], [-2.996, -0.071, 1.145], [-2.412, 2.695, 0.290], [-2.324, 2.215, 2.014], [-0.523, 3.754, 1.500], [0.200, -1.512, -2.142], [-0.304, -2.128, -0.500], [-1.167, -0.781, -1.359], [2.239, 1.318, -1.333], [0.780, 0.912, -2.304], [2.327, -0.286, -2.068], [2.031, -1.743, 0.175], [2.095, -0.383, 1.318], [0.546, -1.392, 1.217]]}

---

Entry 2:
{"formula": "C60H46F3NO2SSbV", "method": "ωB97M-V/def2-TZVPD", "e_homo_ha": [-0.487, -0.487], "orbital_gap_ev": [6.233, 6.234], "total_charge": 2, "species": ["V", "O", "C", "C", "C", "C", "C", "C", "C", "C", "C", "O", "C", "C", "C", "C", "C", "C", "C", "C", "C", "C", "C", "C", "N", "C", "C", "C", "C", "C", "C", "C", "C", "C", "C", "C", "C", "H", "H", "H", "H", "H", "H", "H", "H", "H", "H", "H", "H", "H", "H", "H", "H", "H", "H", "H", "H", "H", "H", "H", "H", "H", "H", "H", "F", "C", "F", "F", "C", "C", "C", "C", "C", "C", "C", "C", "H", "H", "H", "H", "S", "Sb", "C", "C", "C", "C", "C", "C", "C", "C", "C", "C", "C", "C", "C", "C", "C", "C", "C", "C", "H", "H", "H", "H", "H", "H", "H", "H", "H", "H", "H", "H", "H", "H", "H"], "coordinates": [[-0.501, -0.768, 0.549], [-0.450, -2.137, -0.371], [0.533, -3.192, -0.520], [1.847, -2.783, 0.220], [1.721, -2.375, 1.675], [2.580, -2.908, 2.589], [2.499, -2.531, 3.912], [1.508, -1.631, 4.310], [0.607, -1.146, 3.347], [-0.423, -0.058, 3.608], [-1.826, -0.561, 3.189], [-1.628, -0.998, 1.849], [-2.253, -1.743, 4.115], [-2.973, -1.586, 5.304], [-3.312, -2.729, 6.024], [-2.966, -3.965, 5.617], [-2.330, -4.155, 4.377], [-1.936, -3.022, 3.693], [-2.854, 0.508, 3.187], [-4.112, 0.268, 2.627], [-5.129, 1.193, 2.670], [-4.981, 2.419, 3.349], [-3.705, 2.701, 3.836], [-2.684, 1.753, 3.833], [0.752, -1.520, 2.062], [-0.154, -4.476, 0.026], [-1.204, -5.036, -0.724], [-1.794, -6.229, -0.379], [-1.298, -6.863, 0.744], [-0.347, -6.340, 1.536], [0.286, -5.170, 1.148], [0.840, -3.291, -2.015], [1.430, -4.490, -2.476], [1.908, -4.512, -3.778], [1.716, -3.389, -4.617], [1.048, -2.271, -4.158], [0.608, -2.197, -2.880], [2.505, -3.588, 0.139], [2.389, -1.949, -0.273], [3.278, -3.660, 2.333], [3.176, -2.893, 4.678], [1.409, -1.262, 5.309], [-0.462, 0.206, 4.676], [-0.128, 0.829, 3.017], [-3.296, -0.584, 5.605], [-3.876, -2.596, 6.932], [-3.207, -4.822, 6.290], [-2.076, -5.123, 3.966], [-1.363, -3.036, 2.770], [-4.265, -0.648, 2.069], [-6.077, 1.022, 2.144], [-5.782, 3.108, 3.402], [-3.512, 3.639, 4.385], [-1.747, 1.988, 4.352], [-1.538, -4.491, -1.629], [-2.540, -6.686, -1.015], [-1.746, -7.819, 1.052], [0.075, -6.856, 2.420], [1.110, -4.775, 1.741], [1.633, -5.299, -1.779], [2.576, -5.281, -4.099], [2.102, -3.463, -5.596], [0.882, -1.432, -4.820], [0.142, -1.256, -2.489], [6.255, 0.445, -5.416], [4.982, 0.163, -5.675], [4.579, 0.961, -6.619], [4.946, -1.083, -6.135], [4.144, 0.309, -4.407], [3.080, 1.200, -4.270], [2.413, 1.309, -3.063], [2.818, 0.551, -1.962], [3.860, -0.363, -2.086], [4.498, -0.494, -3.318], [1.960, 0.479, -0.835], [1.085, 0.227, 0.004], [2.738, 1.788, -5.144], [1.491, 1.922, -3.046], [4.110, -1.000, -1.256], [5.272, -1.215, -3.440], [-1.654, 1.030, -0.375], [-0.643, 3.008, -1.118], [-0.525, 3.086, -3.250], [-0.796, 1.920, -3.939], [-0.616, 1.920, -5.326], [-0.216, 3.055, -5.989], [-0.029, 4.269, -5.281], [-0.122, 4.219, -3.910], [-1.889, 4.537, -0.442], [-2.941, 5.112, -1.166], [-3.619, 6.214, -0.607], [-3.281, 6.656, 0.634], [-2.214, 6.109, 1.337], [-1.524, 5.043, 0.816], [1.169, 3.353, -0.123], [1.432, 3.180, 1.229], [2.511, 3.793, 1.794], [3.370, 4.621, 1.082], [3.165, 4.750, -0.312], [2.045, 4.117, -0.889], [-1.048, 1.019, -3.385], [-0.785, 1.049, -5.928], [-0.061, 3.050, -7.036], [0.214, 5.168, -5.788], [0.125, 5.153, -3.367], [-3.268, 4.752, -2.129], [-4.444, 6.608, -1.203], [-3.723, 7.552, 1.041], [-1.981, 6.505, 2.332], [-0.716, 4.621, 1.423], [0.710, 2.673, 1.847], [2.627, 3.757, 2.874], [4.142, 5.148, 1.620], [3.825, 5.385, -0.926], [1.841, 4.321, -1.937]]}

---

Entry 3:
{"formula": "C3H5NOS", "method": "ωB97M-V/def2-TZVPD", "e_homo_ha": -0.338, "orbital_gap_ev": 10.002, "species": ["C", "C", "C", "H", "H", "H", "H", "H", "N", "O", "S"], "coordinates": [[0.330, 0.591, -0.151], [-0.835, -0.083, -0.896], [-0.143, 0.023, 1.142], [2.689, -0.058, 0.274], [0.112, 1.679, -0.074], [-0.213, -1.087, -1.281], [-1.412, 0.393, -1.664], [-1.716, -1.116, 0.787], [-1.364, -0.133, 0.546], [0.598, -0.224, 2.098], [1.955, 0.014, -0.781]]}

---

Entry 4:
{"formula": "C3HNO3S", "method": "ωB97M-V/def2-TZVPD", "e_homo_ha": 0.036, "orbital_gap_ev": 5.340, "total_charge": -2, "species": ["C", "C", "C", "N", "O", "O", "O", "S", "H"], "coordinates": [[-1.313, -0.040, 0.040], [-0.278, -0.905, -0.023], [0.562, 1.167, 0.011], [0.884, -0.189, 0.092], [-0.606, -2.750, 0.088], [1.293, 2.161, 0.113], [-0.790, 1.265, -0.059], [2.530, -0.683, 0.015], [-2.282, -0.025, -0.278]]}

---

Entry 5:
{"formula": "C48H33N7O5P2Se2Ti", "method": "ωB97M-V/def2-TZVPD", "e_homo_ha": [-0.028, -0.028], "orbital_gap_ev": [4.281, 4.280], "total_charge": -2, "species": ["Ti", "C", "C", "C", "C", "C", "C", "N", "C", "C", "C", "C", "C", "C", "N", "N", "C", "C", "C", "C", "C", "N", "H", "H", "H", "H", "H", "H", "H", "H", "H", "H", "H", "H", "H", "O", "C", "C", "O", "C", "C", "O", "C", "O", "O", "Se", "P", "C", "C", "C", "C", "C", "C", "C", "C", "C", "C", "C", "C", "C", "C", "N", "N", "N", "P", "Se", "C", "C", "C", "C", "C", "C", "C", "C", "C", "C", "C", "C", "H", "H", "H", "H", "H", "H", "H", "H", "H", "H", "H", "H", "H", "H", "H", "H", "H", "H", "H", "H"], "coordinates": [[-0.544, -0.093, 0.657], [-1.262, -5.140, 0.844], [-2.310, -4.572, 1.553], [-2.195, -3.302, 2.096], [-1.015, -2.557, 1.930], [0.057, -3.174, 1.258], [-0.073, -4.434, 0.706], [-0.891, -1.221, 2.260], [-1.522, -0.575, 3.293], [-1.929, -1.130, 4.506], [-2.471, -0.331, 5.507], [-2.618, 1.037, 5.317], [-2.219, 1.621, 4.122], [-1.676, 0.835, 3.105], [-1.260, 1.265, 1.876], [-1.394, 2.556, 1.494], [-1.004, 2.712, 0.247], [-1.001, 3.998, -0.375], [-0.607, 4.113, -1.672], [-0.234, 2.955, -2.404], [-0.252, 1.743, -1.765], [-0.597, 1.599, -0.470], [-1.369, -6.119, 0.392], [-3.242, -5.113, 1.672], [-3.032, -2.845, 2.608], [0.988, -2.627, 1.158], [0.752, -4.861, 0.148], [-1.790, -2.191, 4.681], [-2.781, -0.778, 6.445], [-3.025, 1.648, 6.114], [-2.314, 2.686, 3.952], [-1.312, 4.847, 0.220], [-0.579, 5.084, -2.155], [0.072, 3.014, -3.439], [0.021, 0.837, -2.289], [-3.825, -3.382, -3.220], [-3.181, -2.743, -2.424], [-3.745, -1.803, -1.377], [-4.922, -1.593, -1.165], [-2.568, -1.236, -0.726], [-1.388, -1.742, -1.293], [-0.280, -1.283, -0.798], [-1.667, -2.736, -2.316], [-0.909, -3.445, -2.951], [-2.428, -0.378, 0.225], [4.443, -0.250, 4.905], [4.856, -0.378, 2.842], [6.167, 0.802, 2.419], [5.970, 1.802, 1.471], [6.940, 2.767, 1.256], [8.114, 2.751, 1.996], [8.295, 1.788, 2.982], [7.323, 0.829, 3.205], [5.391, -2.095, 2.562], [6.698, -2.515, 2.782], [7.002, -3.865, 2.794], [6.008, -4.807, 2.570], [4.706, -4.394, 2.328], [4.395, -3.044, 2.334], [3.408, -0.081, 1.805], [2.951, -0.091, 0.452], [1.619, 0.144, 0.528], [1.296, 0.308, 1.805], [2.331, 0.174, 2.568], [3.557, -0.126, -1.273], [2.174, -0.819, -2.683], [5.132, -1.021, -1.400], [5.066, -2.337, -1.846], [6.224, -3.076, -2.004], [7.456, -2.490, -1.744], [7.523, -1.181, -1.300], [6.366, -0.446, -1.105], [3.938, 1.638, -1.536], [5.025, 2.056, -2.299], [5.295, 3.408, -2.436], [4.470, 4.347, -1.833], [3.344, 3.936, -1.129], [3.076, 2.586, -0.981], [5.045, 1.829, 0.913], [6.772, 3.540, 0.518], [8.871, 3.507, 1.827], [9.192, 1.803, 3.589], [7.428, 0.121, 4.016], [7.476, -1.784, 2.960], [8.018, -4.189, 2.985], [6.248, -5.863, 2.581], [3.927, -5.124, 2.152], [3.370, -2.721, 2.200], [4.096, -2.760, -2.082], [6.172, -4.106, -2.331], [8.363, -3.070, -1.865], [8.485, -0.730, -1.087], [6.421, 0.573, -0.748], [5.656, 1.316, -2.775], [6.159, 3.730, -3.005], [4.700, 5.403, -1.915], [2.682, 4.667, -0.683], [2.202, 2.262, -0.427]]}

---

In eV, the total energy values for the records above are, in order, -22336.701, -119749.168, -17562.589, -21589.971, -243370.167.